*w*
{"formula": "C4H10N3", "method": "wB97M-V/def2-TZVPD", "species": ["C", "C", "C", "C", "N", "N", "N", "H", "H", "H", "H", "H", "H", "H", "H", "H", "H"], "coordinates": [[-2.130, -0.814, -0.261], [1.765, 0.725, -0.430], [0.655, -0.210, -0.723], [0.427, 1.004, 0.139], [-2.112, -0.202, 0.706], [-2.088, -1.364, -1.452], [0.081, 0.774, 1.554], [2.603, 0.576, 0.336], [2.095, 1.273, -1.264], [0.292, -0.351, -1.714], [0.654, -0.983, -0.053], [-0.266, 1.728, -0.401], [-1.071, 0.561, 1.428], [0.585, 0.062, 2.117], [-1.219, -1.875, -1.765], [-2.989, -1.473, -2.041], [0.153, 1.615, 2.043]], "total_charge": 1, "mol_weight_g_mol": 100.14, "spin_multiplicity": 1, "e_lumo_ev": -2.874, "gap_ev": 11.8}


*x*
{"formula": "C4H10N3", "method": "wB97M-V/def2-TZVPD", "species": ["C", "C", "C", "C", "N", "N", "N", "H", "H", "H", "H", "H", "H", "H", "H", "H", "H"], "coordinates": [[0.927, -0.759, -0.444], [-1.583, -1.384, -0.459], [-1.271, -0.042, 0.107], [-1.941, 1.253, -0.099], [-0.337, -0.677, -0.779], [1.304, 0.061, 0.494], [2.649, 0.296, 0.682], [1.503, -1.402, -1.099], [-1.349, -2.300, 0.049], [-2.177, -1.336, -1.371], [-0.879, 0.035, 1.134], [-1.375, 1.872, -0.772], [-1.954, 1.836, 0.850], [-2.939, 1.287, -0.402], [3.430, -0.168, 0.056], [3.194, 0.090, 1.594], [2.798, 1.338, 0.459]], "total_charge": 1, "mol_weight_g_mol": 100.14, "spin_multiplicity": 1, "e_lumo_ev": -3.774, "gap_ev": 9.9}


How do the energies compare? Relative to the most stable structure, in eV: *w* 0.000; *x* 1.613.


*w*
{"formula": "C4H10N3", "method": "wB97M-V/def2-TZVPD", "species": ["C", "C", "C", "C", "N", "N", "N", "H", "H", "H", "H", "H", "H", "H", "H", "H", "H"], "coordinates": [[-1.943, 0.152, 0.312], [-1.359, 0.945, -0.769], [0.132, 0.877, -0.696], [0.593, -0.520, -0.551], [-1.120, -0.727, 0.810], [1.610, -0.947, 0.122], [2.380, -0.203, 0.986], [-2.990, 0.124, 0.514], [-1.676, 0.606, -1.813], [-1.698, 2.042, -0.783], [0.467, 1.305, -1.622], [0.340, 1.577, -0.021], [0.182, -1.153, -1.296], [1.898, -1.937, 0.095], [2.879, -0.995, 1.519], [-1.384, -1.354, 1.605], [1.688, 0.209, 1.589]], "total_charge": 1, "mol_weight_g_mol": 100.14, "spin_multiplicity": 1, "e_lumo_ev": -3.189, "gap_ev": 10.6}


*x*
{"formula": "C4H10N3", "method": "wB97M-V/def2-TZVPD", "species": ["C", "C", "C", "C", "N", "N", "N", "H", "H", "H", "H", "H", "H", "H", "H", "H", "H"], "coordinates": [[-0.182, -1.519, -0.659], [0.880, -0.754, -0.965], [-0.520, -1.287, 0.708], [0.857, 1.483, 0.011], [0.495, -0.549, 1.254], [-1.950, 0.459, -0.082], [1.239, 0.057, 0.205], [-0.714, -2.171, -1.323], [1.404, -0.603, -1.885], [-1.225, -1.803, 1.324], [1.318, 1.875, -0.892], [-0.241, 1.502, -0.086], [1.186, 2.070, 0.867], [0.360, -0.003, 2.094], [-2.644, 0.458, 0.661], [-2.397, 0.037, -0.890], [2.250, 0.001, 0.402]], "total_charge": 1, "mol_weight_g_mol": 100.14, "spin_multiplicity": 1, "e_lumo_ev": [-4.433, -4.288], "gap_ev": [9.3, 7.7]}


*y*
{"formula": "C4H10N3", "method": "wB97M-V/def2-TZVPD", "species": ["C", "C", "C", "C", "N", "N", "N", "H", "H", "H", "H", "H", "H", "H", "H", "H", "H"], "coordinates": [[-1.708, -0.527, 1.919], [-0.642, 0.356, 0.987], [0.979, -0.452, -1.954], [1.290, 0.150, -0.553], [-1.452, -1.747, 2.047], [-0.865, 1.650, 0.873], [0.295, -0.289, 0.373], [-2.487, 0.203, 2.389], [1.021, -1.494, -1.892], [-0.036, -0.171, -2.029], [1.616, 0.082, -2.553], [1.143, 1.264, -0.473], [2.281, -0.270, -0.469], [-2.233, -2.220, 2.507], [-1.285, 2.162, 1.671], [-0.601, 2.232, 0.119], [0.115, -1.233, 0.676]], "total_charge": 1, "mol_weight_g_mol": 100.14, "spin_multiplicity": 1, "e_lumo_ev": -4.324, "gap_ev": 10.4}


*z*
{"formula": "C4H10N3", "method": "wB97M-V/def2-TZVPD", "species": ["C", "C", "C", "C", "N", "N", "N", "H", "H", "H", "H", "H", "H", "H", "H", "H", "H"], "coordinates": [[0.668, -0.912, -1.519], [-1.739, 0.684, 1.286], [-0.726, -0.507, 1.570], [-0.335, 0.811, 1.236], [1.252, -1.370, -2.565], [0.585, 1.716, 1.394], [0.034, 0.161, -1.202], [1.077, -1.500, -0.594], [-2.427, 0.233, 0.580], [-2.348, 1.231, 2.048], [-0.179, -1.012, 2.321], [-0.609, -1.169, 0.691], [1.795, -2.284, -2.374], [1.171, -0.952, -3.491], [1.564, 1.399, 1.402], [0.309, 2.671, 1.265], [-0.092, 0.800, -2.048]], "total_charge": 1, "mol_weight_g_mol": 100.14, "spin_multiplicity": 1, "e_lumo_ev": -3.710, "gap_ev": 9.5}


How do the energies compare? Relative to the most stable structure, in eV: *w* 1.050; *x* 3.157; *y* 0.000; *z* 1.440.